# 1
Computed, not measured: a cluster of 2 separate species, C7H14O in total, with ωB97M-V/def2-TZVPD.

Total energy: -9531.34536 eV
⟨S²⟩: 0.768
Relative energy (zero: lowest compared OMol25 entry of this formula, charge and spin): 17.7 kJ/mol
Orbital gap (spin up / spin down): 3.00 / 5.55 eV
Strongest force on any atom: 1.35 eV/Å
Spin multiplicity: 2
Charge: -1

```
22
Properties=species:S:1:pos:R:3:forces:R:3:nbo_charge:R:1
C 2.955134 -1.174801 1.074199 0.74 0.49 0.42 -0.61
C 2.557572 0.146328 0.398124 -0.72 0.13 0.01 -0.42
C 1.082001 0.320482 0.115679 0.47 -0.46 -0.14 -0.42
C 0.198506 0.405018 1.165945 -0.49 0.79 0.75 -0.30
C -1.215498 0.536876 1.177790 0.18 -1.16 -0.66 -0.32
C -2.032937 0.359626 0.064077 -0.63 0.43 0.56 -0.38
C -3.526743 0.561527 0.143922 0.36 0.18 0.16 -0.62
H 2.311101 -1.377056 1.919024 -0.42 -0.06 0.12 0.20
H 2.945314 -2.041168 0.420662 -0.05 -0.07 -0.23 0.19
H 3.961557 -1.051798 1.518739 -0.05 -0.27 -0.30 0.16
H 3.130611 0.275898 -0.525538 0.12 0.05 0.08 0.18
H 2.835494 0.950352 1.095612 0.33 0.00 -0.07 0.17
H 0.738495 0.195540 -0.902185 -0.09 -0.03 -0.03 0.17
H 0.609363 0.519916 2.174364 0.32 -0.17 -0.12 0.15
H -1.662930 0.466508 2.177004 -0.11 0.45 -0.26 0.16
H -1.631646 0.196912 -0.923293 0.29 0.02 -0.12 0.18
H -3.827474 0.670332 1.188787 -0.05 0.06 0.08 0.18
H -4.104656 -0.267568 -0.255341 -0.18 -0.32 -0.21 0.17
H -3.880112 1.463388 -0.385183 0.00 -0.01 0.04 0.16
H 0.263419 -0.043826 -3.302367 -0.08 -0.06 0.11 0.47
H -0.501093 -1.221250 -3.942168 0.19 0.29 0.47 0.45
O -0.194876 -0.865414 -3.090087 -0.13 -0.26 -0.65 -0.93
```
Positions in Å, forces in eV/Å.

=====

# 2
Computed, not measured: an isolated molecule of C20H24N4O2, with ωB97M-V/def2-TZVPD.

Total energy: -31182.87767 eV
Structure (SMILES): O=C(CN1CCN(Cc2ccccc2)CC1)N/N=C/C=C/c1ccco1
Relative energy (zero: lowest compared OMol25 entry of this formula, charge and spin): 421.7 kJ/mol
Orbital gap: 7.75 eV
Strongest force on any atom: 1.35 eV/Å

```
50
Properties=species:S:1:pos:R:3:forces:R:3:nbo_charge:R:1
O -3.155885 0.728497 -0.610043 -0.18 0.01 0.02 -0.57
C -2.120191 0.132896 -0.767186 -0.06 -0.08 0.02 0.66
N -0.934793 0.700830 -1.139010 0.98 -0.64 -0.17 -0.46
N -0.782725 2.011503 -1.350869 -0.33 0.92 -0.06 -0.19
C 0.374089 2.462362 -1.649382 -0.07 -1.08 0.16 0.01
C 0.564130 3.855700 -1.887161 0.67 0.83 -0.25 -0.22
C 1.759536 4.389178 -2.206724 -0.36 -0.64 0.16 -0.20
C 1.997105 5.776176 -2.454372 -0.92 0.99 0.05 0.22
C 1.170341 6.879859 -2.444001 0.44 -0.82 0.02 -0.27
C 1.979271 7.985973 -2.768950 0.65 -0.04 -0.12 -0.31
C 3.236746 7.490535 -2.954320 -0.44 0.80 -0.03 0.10
O 3.258809 6.165092 -2.768066 0.16 -0.49 0.04 -0.39
H 4.162351 7.966472 -3.212050 0.16 -0.04 -0.03 0.20
H 1.672639 9.008359 -2.853623 0.01 0.22 -0.03 0.23
H 0.121722 6.890328 -2.231087 -0.24 -0.06 0.06 0.23
H 2.632101 3.754260 -2.293105 0.04 -0.15 0.01 0.21
H -0.316230 4.472360 -1.796794 -0.14 0.13 0.01 0.22
H 1.246689 1.799369 -1.731032 -0.07 0.01 0.00 0.15
H -0.128676 0.067412 -1.191418 -0.33 0.19 0.09 0.39
C -1.978374 -1.380969 -0.611127 -0.05 -0.02 0.06 -0.31
N -0.647066 -1.745456 -0.162660 -0.05 -0.10 -0.08 -0.47
C -0.346010 -3.152987 -0.375185 0.21 -0.14 -0.08 -0.24
H -0.481834 -3.381951 -1.435600 -0.02 -0.02 0.02 0.20
H -1.019284 -3.799536 0.210133 0.02 0.09 -0.11 0.18
C 1.116299 -3.414805 0.011065 -0.16 -0.04 -0.15 -0.22
N 1.454949 -3.025665 1.360734 0.04 -0.03 0.05 -0.44
C 1.004304 -1.679103 1.630919 -0.17 0.14 0.01 -0.22
H 1.154817 -1.453315 2.687300 0.04 0.04 0.02 0.20
H 1.639169 -1.005308 1.041938 -0.07 0.10 0.07 0.19
C -0.456196 -1.416998 1.244229 0.20 0.07 0.17 -0.26
H -0.687874 -0.359410 1.393014 0.00 0.00 0.04 0.21
H -1.133861 -2.009946 1.879526 0.01 0.12 -0.11 0.18
C 1.279004 -4.016492 2.408126 0.09 0.05 -0.05 -0.23
C -0.135825 -4.438226 2.734838 0.04 -0.09 0.10 -0.06
C -0.877529 -3.754730 3.691420 0.06 -0.12 -0.01 -0.17
C -2.187998 -4.110993 3.958157 -0.05 0.08 0.06 -0.21
C -2.774103 -5.163296 3.275438 -0.09 -0.01 0.00 -0.22
C -2.038593 -5.864830 2.335328 -0.04 -0.07 -0.07 -0.21
C -0.728471 -5.505853 2.070573 0.05 0.02 0.12 -0.22
H -0.157758 -6.062272 1.339626 0.07 -0.05 -0.07 0.21
H -2.485722 -6.694821 1.807591 -0.04 -0.07 -0.03 0.21
H -3.797408 -5.440415 3.480751 -0.08 -0.03 0.02 0.22
H -2.752422 -3.566502 4.701091 -0.05 0.04 0.06 0.21
H -0.423899 -2.936498 4.233738 0.06 0.09 0.05 0.20
H 1.853884 -4.896562 2.101910 -0.02 0.02 0.11 0.20
H 1.748181 -3.604587 3.307199 -0.01 -0.11 -0.01 0.20
H 1.353905 -4.470044 -0.130060 0.04 -0.02 -0.03 0.20
H 1.752542 -2.825250 -0.660570 -0.06 -0.08 -0.10 0.19
H -2.775035 -1.737601 0.061255 0.06 0.12 -0.08 0.20
H -2.151466 -1.822901 -1.597961 -0.02 0.01 0.06 0.22
```
Positions in Å, forces in eV/Å.

=====

# 3
Computed, not measured: the ion C4H9N2O with charge +1, with ωB97M-V/def2-TZVPD.

Total energy: -9312.43187 eV
Structure (SMILES): OC[C@@H]1CC[NH+]=N1
Relative energy (zero: lowest compared OMol25 entry of this formula, charge and spin): 345.8 kJ/mol
Orbital gap: 9.70 eV
Strongest force on any atom: 3.74 eV/Å
Charge: +1

```
16
Properties=species:S:1:pos:R:3:forces:R:3:nbo_charge:R:1
C 0.967304 0.258538 -0.749926 1.15 -0.19 -1.11 -0.43
C 0.027806 1.463704 -0.802185 1.84 -1.67 2.79 -0.29
C -0.063468 -0.926727 -0.524054 2.07 2.28 0.78 -0.15
C -0.042501 -1.221444 1.052737 -0.43 0.71 -1.07 -0.03
N -1.218371 0.832310 -0.759780 -1.13 -1.38 -1.57 -0.10
N -1.315480 -0.398074 -0.827796 -1.22 0.79 0.76 0.10
O -0.596628 -0.225099 1.881512 -0.34 -0.87 -0.38 -0.71
H 1.588106 0.230602 -1.719321 -0.91 -0.39 1.62 0.26
H 1.627773 0.310933 0.148431 -0.28 0.08 -1.09 0.25
H 0.042072 1.968478 0.129858 0.46 0.95 1.08 0.25
H 0.148769 2.175810 -1.532924 -0.04 1.33 -2.11 0.26
H 0.133567 -1.839966 -0.997398 0.23 -1.21 -0.77 0.26
H 1.014025 -1.237905 1.158009 0.90 -0.42 0.70 0.19
H -0.450049 -2.195794 1.049999 -0.75 -1.00 1.15 0.20
H -1.237588 -0.624648 2.507310 0.50 0.33 -0.60 0.51
H -2.014613 1.400981 -0.765063 -2.05 0.66 -0.18 0.43
```
Positions in Å, forces in eV/Å.

=====

# 4
Computed, not measured: a structure of composition C19H33Cl2FeN2O4S, with ωB97M-V/def2-TZVPD.

Total energy: -101675.77531 eV
⟨S²⟩: 8.761
Relative energy (zero: lowest compared OMol25 entry of this formula, charge and spin): 0.0 kJ/mol
Orbital gap (spin up / spin down): 7.26 / 8.08 eV
Strongest force on any atom: 1.80 eV/Å
Spin multiplicity: 6

```
62
Properties=species:S:1:pos:R:3:forces:R:3:nbo_charge:R:1
O 2.850195 0.987462 -3.668641 1.55 0.10 -0.42 -0.49
C 4.052213 1.154926 -3.773235 -0.66 0.09 0.01 0.42
C 5.024802 0.193140 -4.379162 -0.35 -0.59 -0.20 -0.16
C 4.543902 -1.024013 -4.892537 0.40 -0.06 -0.05 -0.16
H 3.471900 -1.237849 -4.861549 0.39 0.15 0.07 0.24
C 5.441329 -1.949061 -5.432495 0.17 0.19 0.06 -0.22
H 5.064946 -2.898168 -5.825779 0.19 0.34 0.14 0.22
C 6.818859 -1.664198 -5.466607 -0.40 0.44 0.24 -0.19
H 7.516980 -2.392698 -5.881384 -0.19 0.23 0.12 0.22
C 7.289651 -0.437000 -4.966657 -0.16 -0.41 -0.19 -0.22
H 8.354387 -0.209126 -4.995353 -0.25 -0.06 0.00 0.22
C 6.394130 0.484853 -4.432226 -0.46 0.03 0.11 -0.18
H 6.729025 1.448379 -4.041052 0.05 -0.29 -0.10 0.21
H 4.535264 2.094574 -3.418266 -0.20 -0.11 0.04 0.10
C 2.223956 -0.779573 1.811325 0.27 -0.32 -0.19 -0.71
C 0.811181 -0.399007 2.027066 -0.46 0.40 -0.61 -0.21
H 2.746651 -0.990025 2.752132 0.13 0.02 -0.18 0.20
H 2.721351 0.021920 1.248235 0.06 -0.17 0.30 0.24
H 2.252010 -1.663261 1.162748 0.29 0.04 0.23 0.23
C 0.213558 -0.064870 3.154555 -0.30 0.17 0.62 -0.29
C 0.778923 -0.151298 4.555873 0.30 0.00 -0.04 -0.64
H -0.796539 0.346334 3.143391 0.01 -0.21 -0.24 0.20
H 1.813274 -0.513465 4.553939 -0.19 0.11 0.10 0.20
H 0.187753 -0.834982 5.182516 0.07 0.11 -0.13 0.20
H 0.752405 0.830532 5.048210 0.06 -0.16 -0.07 0.20
Fe -0.108693 -0.466876 0.040274 -0.96 0.54 1.40 1.48
Cl 0.089037 -2.704583 -0.031121 0.03 -0.57 -0.38 -0.65
Cl 1.299476 0.795812 -1.051125 0.44 0.18 -0.34 -0.59
C -2.122389 -1.951423 2.179077 0.18 1.56 -0.87 0.54
O -2.154527 -0.927764 1.457745 -0.06 -1.45 0.56 -0.70
N -3.127461 -2.303681 2.992805 -0.08 0.01 0.17 -0.42
C -4.325425 -1.486345 3.135555 0.03 -0.17 0.01 -0.42
C -3.015774 -3.461737 3.862864 0.09 -0.01 -0.11 -0.40
H -1.236369 -2.610228 2.181126 -0.36 0.15 0.04 0.18
H -4.262974 -0.614251 2.480052 0.07 -0.23 0.14 0.24
H -4.431316 -1.160634 4.177504 0.06 0.02 -0.16 0.20
H -5.209320 -2.086360 2.884952 0.10 0.13 -0.02 0.20
H -2.051965 -3.947520 3.672279 -0.27 0.05 0.12 0.22
H -3.828232 -4.170826 3.656906 0.17 0.09 0.07 0.20
H -3.068974 -3.159520 4.918065 0.04 -0.07 -0.22 0.20
H -2.912704 4.594743 1.707907 0.06 -0.10 0.05 0.19
H -2.469441 5.332788 -0.761891 0.14 -0.07 0.00 0.19
C -1.889110 4.203303 1.711008 -0.06 0.09 -0.09 -0.42
C -1.470387 4.898993 -0.629290 0.05 -0.12 -0.02 -0.40
N -1.501725 3.836093 0.358746 -0.02 0.24 0.07 -0.42
H -1.824229 3.332000 2.364428 0.03 0.12 -0.17 0.25
C -1.126760 2.587218 0.048039 0.06 -1.15 0.78 0.53
O -1.148824 1.638419 0.856292 0.03 0.86 -1.20 -0.67
H -1.130644 4.480327 -1.581039 -0.05 0.17 0.13 0.22
H -0.778244 2.457458 -0.991994 -0.14 0.00 0.29 0.16
H -1.233171 5.001923 2.076978 -0.03 -0.17 0.00 0.20
H -0.784491 5.697921 -0.320413 -0.09 -0.15 -0.06 0.20
C -3.429820 -2.210567 -1.018418 -0.74 -0.20 0.39 -0.84
S -3.106160 -0.656841 -1.838378 1.20 0.50 -0.07 1.28
C -4.154672 0.458277 -0.903581 -0.24 -0.09 0.13 -0.83
O -1.692642 -0.254097 -1.463776 -0.34 -0.03 -0.12 -1.05
H -4.100720 -2.790288 -1.662916 0.17 0.07 0.14 0.23
H -3.916681 -1.993242 -0.065221 0.11 -0.21 -0.04 0.24
H -2.492321 -2.747598 -0.834986 -0.05 0.31 -0.23 0.29
H -3.838174 0.433508 0.144147 -0.06 -0.06 -0.13 0.26
H -4.046908 1.471321 -1.308382 0.12 -0.32 -0.03 0.24
H -5.189369 0.130753 -1.049265 0.08 0.05 0.17 0.23
```
Positions in Å, forces in eV/Å.

=====

Which formula does entry 4 have? C19H33Cl2FeN2O4S